1.
Here is a single C7H9N molecule at a distorted geometry from OMol25. Energies are from ωB97M-V with the def2-TZVPD basis set.

```
17
Properties=species:S:1:pos:R:3:forces:R:3
C -2.86859 0.90247 1.01249 -0.39 -0.51 0.44
C -1.58575 0.89651 1.37965 -0.05 0.21 -0.15
C -0.55138 0.14739 0.68361 0.42 -0.72 0.47
C 0.80997 0.39288 0.57390 -0.28 0.36 -0.31
C 1.29436 -0.27996 -0.58290 -0.91 -0.88 -0.97
C 2.68935 -0.40998 -1.08320 0.74 1.16 1.01
C 0.22167 -0.96373 -1.11649 -0.73 -0.32 1.51
N -0.85011 -0.81395 -0.24291 0.69 0.83 -1.25
H -3.64537 1.51402 1.45131 0.33 0.22 0.30
H -3.28405 0.17189 0.33068 0.28 0.06 -0.40
H -1.22460 1.59755 2.12269 -0.05 0.03 0.03
H 1.37683 1.06954 1.19525 -0.06 0.10 -0.07
H 3.14048 -1.29376 -0.62225 0.20 0.16 -0.17
H 2.87824 -0.41726 -2.15256 -0.53 -0.20 -0.15
H 3.20234 0.49510 -0.71247 0.32 -0.51 -0.11
H 0.03342 -1.58339 -1.97325 0.59 -0.23 -0.14
H -1.63682 -1.42532 -0.26355 -0.59 0.25 -0.05
```
Positions in Å, forces in eV/Å.

The lowest unoccupied orbital energy is 1.01 eV. The relative energy (zero: lowest compared OMol25 entry of this formula, charge and spin) is 1.216 eV. The value obtained for the orbital gap is 8.7 eV. The charge is 0. The SMILES is C=Cc1cc(C)c[nH]1.

Atom-resolved charges from Mulliken, all expressed in e: number 1, C, carries -0.83; number 2, C, carries -0.28; number 3, C, carries 0.42; number 4, C, carries -0.67; number 5, C, carries 0.72; number 6, C, carries -1.16; number 7, C, carries -0.80; number 8, N, carries -0.04; number 9, H, carries 0.27; number 10, H, carries 0.19; number 11, H, carries 0.29; number 12, H, carries 0.37; number 13, H, carries 0.23; number 14, H, carries 0.36; number 15, H, carries 0.30; number 16, H, carries 0.39; number 17, H, carries 0.24

2.
Here is a single C7H9N molecule at a distorted geometry from OMol25. Energies are from ωB97M-V with the def2-TZVPD basis set.

```
17
Properties=species:S:1:pos:R:3:forces:R:3
C -1.18914 -1.88226 -0.12659 -2.54 -1.58 4.13
C -1.11970 -1.03982 -1.14732 -1.02 -2.44 -3.31
C -0.40484 0.14367 -0.75952 1.47 4.47 0.71
N 0.89282 0.79017 -1.15441 1.30 -2.72 1.52
C 1.33158 1.59683 -0.00386 -1.89 2.19 1.57
C 0.71526 0.97013 1.36228 2.98 2.80 -0.72
C -0.00764 -0.02983 0.71949 -4.64 -5.66 -0.38
C -0.39614 -1.31160 1.08628 -1.37 2.81 -1.48
H -2.11164 -2.66983 0.18917 3.00 1.82 -1.60
H -1.71625 -1.16180 -2.14389 1.29 0.37 2.08
H -1.15872 0.96391 -1.12236 0.46 -0.96 1.73
H 0.71373 1.45274 -1.81232 -0.43 1.71 -2.68
H 2.36663 1.56871 0.35432 0.25 0.69 -1.78
H 0.81297 2.66022 -0.17230 1.83 -1.73 0.71
H 0.22133 1.75429 1.94821 -0.28 -0.40 -0.17
H 1.63871 0.66542 1.89839 -1.04 -0.31 0.16
H -0.59284 -1.44767 2.15709 0.64 -1.06 -0.48
```
Positions in Å, forces in eV/Å.

The lowest unoccupied orbital energy is 0.54 eV. The relative energy (zero: lowest compared OMol25 entry of this formula, charge and spin) is 4.776 eV. The value obtained for the orbital gap is 8.8 eV. The charge is 0. The SMILES is C1=C[C@@H]2NCCC2=C1.

Atom-resolved charges from Mulliken, all expressed in e: number 1, C, carries -0.20; number 2, C, carries -0.77; number 3, C, carries 0.44; number 4, N, carries -0.55; number 5, C, carries -0.43; number 6, C, carries -0.57; number 7, C, carries 0.35; number 8, C, carries -0.67; number 9, H, carries 0.22; number 10, H, carries 0.27; number 11, H, carries 0.19; number 12, H, carries 0.32; number 13, H, carries 0.35; number 14, H, carries 0.23; number 15, H, carries 0.25; number 16, H, carries 0.25; number 17, H, carries 0.32

3.
Here is a single C7H9N molecule at a distorted geometry from OMol25. Energies are from ωB97M-V with the def2-TZVPD basis set.

```
17
Properties=species:S:1:pos:R:3:forces:R:3
C 0.87674 0.43569 1.32967 1.67 -1.61 0.59
C 0.40250 -0.99470 0.98216 -1.09 1.34 -0.75
C 0.26053 -1.25625 -0.49553 -0.12 -1.99 -0.81
N 0.44297 -0.31635 -1.50320 4.24 1.47 2.03
C 0.01693 0.86582 -0.98368 -2.00 2.97 1.36
C 0.11975 1.29485 0.46527 -0.47 3.42 -3.19
C -1.20675 0.72091 0.04419 -0.28 -1.14 -1.28
C -0.96438 -0.81755 0.25419 -1.28 0.23 1.49
H 0.57347 0.77213 2.28551 0.31 -0.33 1.72
H 1.97089 0.56912 1.14684 -0.73 -0.15 0.45
H 0.41580 -1.88201 1.61932 0.67 0.51 -0.11
H 0.61056 -2.21053 -0.91880 -1.07 -0.21 0.85
H 0.04189 -0.48781 -2.34708 -1.39 -1.16 -2.61
H 0.04247 1.69953 -1.61018 -0.13 1.03 -1.20
H 0.24198 2.48333 0.46156 -0.26 -2.81 0.60
H -2.24000 1.26950 -0.03934 2.27 -1.41 0.31
H -1.78968 -1.49149 0.34699 -0.34 -0.17 0.56
```
Positions in Å, forces in eV/Å.

The lowest unoccupied orbital energy is 1.03 eV. The relative energy (zero: lowest compared OMol25 entry of this formula, charge and spin) is 3.644 eV. The value obtained for the orbital gap is 8.9 eV. The charge is 0. The SMILES is C1[C@@H]2[C@@H]3N[C@@H]4[C@H]1[C@@H]4[C@H]23.

Atom-resolved charges from Mulliken, all expressed in e: number 1, C, carries -0.56; number 2, C, carries -0.64; number 3, C, carries -0.27; number 4, N, carries -0.35; number 5, C, carries -0.66; number 6, C, carries -0.14; number 7, C, carries -0.34; number 8, C, carries -0.44; number 9, H, carries 0.38; number 10, H, carries 0.35; number 11, H, carries 0.37; number 12, H, carries 0.43; number 13, H, carries 0.25; number 14, H, carries 0.52; number 15, H, carries 0.31; number 16, H, carries 0.32; number 17, H, carries 0.48

4.
Here is a single C7H9N molecule at a distorted geometry from OMol25. Energies are from ωB97M-V with the def2-TZVPD basis set.

```
17
Properties=species:S:1:pos:R:3:forces:R:3
C -2.72752 0.20634 0.55852 -1.38 1.28 -1.30
N -1.81205 -0.22356 -0.49033 -1.71 -4.49 -2.03
C -0.43856 -0.20563 -0.27640 -0.65 2.01 0.48
C 0.32804 -1.26730 -0.01424 6.48 4.95 0.02
C 1.78166 -1.08913 0.13028 -1.37 -4.23 1.28
C 2.26825 0.15076 0.21540 0.58 3.64 -1.06
C 1.47018 1.34344 -0.06414 -1.48 -3.07 0.84
C 0.07788 1.06493 -0.27394 5.41 0.99 0.83
H -2.51871 1.29983 0.88040 -0.79 -1.08 -1.61
H -3.77938 -0.01037 -0.09713 2.34 1.01 3.09
H -2.53794 -0.15458 1.58815 -0.71 -1.36 -0.58
H -2.12447 -1.26335 -0.93336 0.99 3.73 1.90
H -0.17091 -2.05849 -0.10398 -3.11 -7.27 -0.20
H 2.50977 -2.03458 0.40010 -2.11 2.48 -0.93
H 3.32292 0.32821 0.36300 0.19 -0.21 0.18
H 1.91883 2.34386 0.04288 -0.50 -0.61 -0.30
H -0.49533 1.89388 -0.36060 -2.18 2.22 -0.62
```
Positions in Å, forces in eV/Å.

The lowest unoccupied orbital energy is 1.00 eV. The relative energy (zero: lowest compared OMol25 entry of this formula, charge and spin) is 3.265 eV. The value obtained for the orbital gap is 9.4 eV. The charge is 0. The SMILES is CNc1ccccc1.

Atom-resolved charges from Mulliken, all expressed in e: number 1, C, carries -0.76; number 2, N, carries -0.32; number 3, C, carries 0.21; number 4, C, carries -0.57; number 5, C, carries -0.57; number 6, C, carries -0.24; number 7, C, carries -0.66; number 8, C, carries -0.18; number 9, H, carries 0.21; number 10, H, carries 0.31; number 11, H, carries 0.26; number 12, H, carries 0.33; number 13, H, carries 0.64; number 14, H, carries 0.19; number 15, H, carries 0.34; number 16, H, carries 0.35; number 17, H, carries 0.46

5.
Here is a molecular structure, C7H9N at a distorted geometry from OMol25. Energies are from ωB97M-V with the def2-TZVPD basis set.

```
17
Properties=species:S:1:pos:R:3:forces:R:3
C -1.28880 0.02805 1.33060 0.36 -0.08 0.29
C -1.26173 -0.41716 -0.09355 -1.06 2.85 -0.92
C 0.67580 -0.45088 -0.58435 2.92 -0.65 -0.29
C -0.12900 0.56997 -1.24214 -2.67 -1.80 1.34
C 1.16318 -1.64432 -0.19224 -0.62 0.65 -0.55
C 1.75662 1.90008 0.07557 -0.07 -0.10 -0.40
N -2.18362 -1.06231 -0.63570 0.84 -0.91 0.05
C 0.98405 0.97818 -0.48557 0.22 -0.13 0.77
H -2.04278 -1.32714 -1.60759 -0.08 0.37 -0.11
H -0.72448 0.71796 -2.12700 0.30 -0.03 -0.16
H -0.64830 0.89044 1.50905 0.08 -0.06 -0.09
H -2.31030 0.29575 1.59643 -0.01 -0.13 -0.10
H -0.94899 -0.78800 1.96858 -0.11 0.07 0.06
H 0.61741 -2.55943 -0.36721 0.11 -0.13 -0.29
H 2.13082 -1.69960 0.28496 -0.19 0.10 0.39
H 2.56280 1.62096 0.73838 0.01 -0.07 0.02
H 1.64730 2.94747 -0.16824 -0.02 0.05 -0.02
```
Positions in Å, forces in eV/Å.

The lowest unoccupied orbital energy is 0.63 eV. The relative energy (zero: lowest compared OMol25 entry of this formula, charge and spin) is 5.991 eV. The value obtained for the orbital gap is 8.5 eV. The charge is 0.

Atom-resolved charges from Mulliken, all expressed in e: number 1, C, carries -1.01; number 2, C, carries 0.77; number 3, C, carries 0.48; number 4, C, carries -0.55; number 5, C, carries -0.88; number 6, C, carries -0.91; number 7, N, carries -0.73; number 8, C, carries 0.17; number 9, H, carries 0.26; number 10, H, carries 0.38; number 11, H, carries 0.26; number 12, H, carries 0.38; number 13, H, carries 0.27; number 14, H, carries 0.31; number 15, H, carries 0.28; number 16, H, carries 0.26; number 17, H, carries 0.28

6.
Here is 2 unconnected molecules or ions with the total composition C7H9N2P at a distorted geometry from OMol25. Energies are from ωB97M-V with the def2-TZVPD basis set.

```
19
Properties=species:S:1:pos:R:3:forces:R:3
C 3.37022 0.22472 0.90102 0.15 -1.38 -1.37
C 2.02440 0.69143 3.13447 -2.01 -1.40 0.54
C -0.79178 -0.76613 0.68183 1.99 1.27 -1.96
C -0.27319 -1.03399 -0.72861 0.02 -0.84 -0.70
C -0.53196 0.71703 0.87194 -0.72 -0.36 -1.31
C 0.84642 0.00484 -0.97798 0.02 -0.26 0.53
C 0.62019 1.04762 0.02150 -0.29 0.94 -1.08
N 3.53264 -0.48924 -0.00686 0.67 0.15 0.87
N 1.18597 0.16000 3.75757 1.61 0.97 -0.64
P 2.85474 1.56111 1.83801 -0.84 1.00 -0.23
H -1.78152 -0.90389 0.60501 -3.71 -0.81 0.50
H -0.37186 -1.37928 1.40636 0.90 -1.00 1.38
H 0.07789 -2.05654 -0.86814 0.06 -0.02 0.10
H -1.13203 -0.93452 -1.47901 1.26 0.23 0.87
H -1.47383 1.25051 0.54335 1.22 0.13 0.59
H -0.20159 0.89989 1.82853 -0.28 0.92 2.74
H 1.96147 -0.29622 -0.84860 -1.33 -0.15 -0.75
H 0.57073 0.40802 -1.94835 1.17 0.50 -0.43
H 0.83932 2.06479 -0.27199 0.11 0.11 0.36
```
Positions in Å, forces in eV/Å.

The lowest unoccupied orbital energy (spin up / spin down) is -1.49 / -1.49 eV. The relative energy (zero: lowest compared OMol25 entry of this formula, charge and spin) is 3.563 eV. The value obtained for the orbital gap (spin up / spin down) is 7.2 / 7.2 eV. The charge is 0.

Atom-resolved charges from Mulliken, all expressed in e: number 1, C, carries 0.48; number 2, C, carries 0.37; number 3, C, carries -0.74; number 4, C, carries -0.60; number 5, C, carries -0.43; number 6, C, carries -0.24; number 7, C, carries -0.61; number 8, N, carries -0.61; number 9, N, carries -0.47; number 10, P, carries -0.14; number 11, H, carries 0.37; number 12, H, carries 0.37; number 13, H, carries 0.35; number 14, H, carries 0.31; number 15, H, carries 0.30; number 16, H, carries 0.26; number 17, H, carries 0.22; number 18, H, carries 0.32; number 19, H, carries 0.49

7.
Here is a single C7H9N3 molecule at a distorted geometry from OMol25. Energies are from ωB97M-V with the def2-TZVPD basis set.

```
19
Properties=species:S:1:pos:R:3:forces:R:3
C 1.14003 -1.73982 -1.14754 0.41 -1.92 1.86
C 0.17715 -0.87385 -1.17527 1.76 -0.71 -1.10
C -0.79997 -0.05488 -1.10410 -1.09 0.51 1.38
C -1.99891 -0.14339 -1.98664 -0.75 1.28 1.53
C -0.67071 1.00657 -0.02281 -0.03 1.50 -2.45
N 0.05950 0.59569 1.10033 1.30 -0.54 1.29
C 1.23441 1.03753 1.49209 3.48 3.41 1.05
C 1.63563 0.29538 2.58266 -2.69 -0.35 -2.24
N 0.66211 -0.64285 2.74992 0.50 0.23 0.29
N -0.24282 -0.44507 1.87251 -2.22 -1.30 -0.44
H 2.17252 -1.81358 -1.60050 -1.64 0.48 0.33
H 0.85779 -2.51887 -0.34345 0.94 0.74 -1.41
H -1.71709 -0.90837 -2.67473 -0.77 -0.47 -0.80
H -2.06598 0.85218 -2.44405 -0.37 -0.35 -0.47
H -2.96933 -0.29087 -1.38191 1.49 -0.16 -1.05
H -0.10765 1.83284 -0.55199 -0.34 -0.60 1.01
H -1.58736 1.47596 0.27538 -0.85 -0.18 0.12
H 1.74077 2.02164 1.20445 -1.08 -1.78 -0.18
H 2.47993 0.31376 3.15563 1.93 0.22 1.30
```
Positions in Å, forces in eV/Å.

The lowest unoccupied orbital energy is 0.80 eV. The relative energy (zero: lowest compared OMol25 entry of this formula, charge and spin) is 3.969 eV. The value obtained for the orbital gap is 10.0 eV. The charge is 0. The SMILES is C=C=C(C)Cn1ccnn1.

Atom-resolved charges from Mulliken, all expressed in e: number 1, C, carries -0.83; number 2, C, carries 0.06; number 3, C, carries 0.54; number 4, C, carries -1.27; number 5, C, carries -0.58; number 6, N, carries 0.68; number 7, C, carries 0.15; number 8, C, carries -0.66; number 9, N, carries -0.43; number 10, N, carries -0.49; number 11, H, carries 0.27; number 12, H, carries 0.21; number 13, H, carries 0.40; number 14, H, carries 0.31; number 15, H, carries 0.28; number 16, H, carries 0.23; number 17, H, carries 0.38; number 18, H, carries 0.24; number 19, H, carries 0.50

8.
Here is a single C7H9N3O molecule at a distorted geometry from OMol25. Energies are from ωB97M-V with the def2-TZVPD basis set.

```
20
Properties=species:S:1:pos:R:3:forces:R:3
C -3.25762 0.70444 0.63844 -0.41 -1.44 -1.06
C -1.84594 0.71779 0.03861 0.81 0.61 -0.54
C -1.53839 -0.41002 -0.95411 -1.27 0.75 0.33
N -0.45916 -0.99465 -1.21680 0.76 0.60 0.21
C 0.71938 -0.54423 -0.61389 1.24 -0.11 -0.24
C 1.44637 -1.52912 0.12548 -1.43 -1.20 -0.34
C 2.69886 -1.22771 0.45378 0.53 -0.23 0.62
N 3.15268 0.01750 0.25972 0.70 0.42 0.02
C 2.44555 1.02160 -0.36951 -0.84 0.08 -0.33
O 2.90096 2.14615 -0.40861 -0.22 -0.21 -0.13
N 1.23398 0.61300 -0.92141 -0.63 0.59 0.09
H -4.08673 0.65906 -0.13380 1.01 0.33 0.80
H -3.40891 1.51414 1.32844 -0.11 0.48 0.07
H -3.35094 -0.22699 1.21974 -0.12 0.26 -0.09
H -1.58615 1.68125 -0.47475 -0.48 -0.71 0.19
H -1.11256 0.70218 0.85098 -0.02 -0.20 -0.03
H -2.37316 -0.75144 -1.55563 -0.43 -0.06 0.06
H 0.97166 -2.51263 0.22812 0.60 0.43 0.10
H 3.41938 -1.90674 0.87335 -0.06 -0.27 0.25
H 4.03074 0.32642 0.63184 0.36 -0.12 0.02
```
Positions in Å, forces in eV/Å.

The lowest unoccupied orbital energy is 0.50 eV. The relative energy (zero: lowest compared OMol25 entry of this formula, charge and spin) is 0.095 eV. The value obtained for the orbital gap is 9.6 eV. The charge is 0. The SMILES is CC/C=N\c1cc[nH]c(=O)n1.

Atom-resolved charges from Mulliken, all expressed in e: number 1, C, carries -1.25; number 2, C, carries -0.23; number 3, C, carries -0.04; number 4, N, carries -0.52; number 5, C, carries 1.01; number 6, C, carries -0.85; number 7, C, carries -0.19; number 8, N, carries -0.07; number 9, C, carries 0.34; number 10, O, carries -0.63; number 11, N, carries -0.54; number 12, H, carries 0.30; number 13, H, carries 0.36; number 14, H, carries 0.31; number 15, H, carries 0.33; number 16, H, carries 0.30; number 17, H, carries 0.38; number 18, H, carries 0.36; number 19, H, carries 0.42; number 20, H, carries 0.21